Here is a single C4H7NO molecule from the OMol25 dataset. Energies are from the ωB97M-V functional and the def2-TZVPD basis.

Results
- Relative energy (zero: lowest compared OMol25 entry of this formula, charge and spin): 0.853 eV
- Lowest unoccupied orbital energy: 1.1 eV
- Electronic energy: -7798.792 eV
- F_max: 0.394 eV Å⁻¹
- Kohn-Sham gap: 10.541 eV
- Molecular weight: 85.11 g/mol

Cartesian coordinates (Å):
C  -1.6748  -0.9967  0.8423
C  -0.4415  -0.3955  0.2572
N  0.6147  -1.0076  -0.0950
C  1.5441  0.0344  -0.5519
C  0.6184  1.2334  -0.7953
O  -0.4895  0.9573  0.0779
H  -1.8052  -0.6728  1.8799
H  -1.6104  -2.0853  0.8063
H  -2.5474  -0.6562  0.2771
H  2.2919  0.1992  0.2359
H  2.0723  -0.2709  -1.4592
H  0.2349  1.2069  -1.8236
H  1.0090  2.2274  -0.5737

Results of the Mulliken charge analysis, in e, for atoms 1 through 2: atom 1 (C): -0.98, atom 2 (C): 0.65